[1]
The following is a DFT calculation (ωB97M-V/def2-TZVPD) of the molecule CH3NOP2 at a distorted geometry.

Kohn-Sham gap (eV): 7.374
Total energy (Eh): -852.4402
M (g/mol): 106.99
Relative energy (zero: lowest compared OMol25 entry of this formula, charge and spin) (eV): 2.578

Element x y z (Å)
1 C -0.31 -1.44 1.27
2 N 0.30 0.18 -1.33
3 O -1.18 -0.78 0.58
4 P -1.23 -0.29 -1.03
5 P 1.71 -0.34 -1.14
6 H -0.36 -0.94 2.26
7 H -1.56 1.14 -0.73
8 H 2.56 0.65 -1.98

[2]
The following is a DFT calculation (ωB97M-V/def2-TZVPD) of the molecule C4H7NO at a distorted geometry.

Kohn-Sham gap (eV): 8.142
Total energy (Eh): -286.4668
M (g/mol): 85.11
Relative energy (zero: lowest compared OMol25 entry of this formula, charge and spin) (eV): 4.486

Element x y z (Å)
1 C -1.47 -1.17 -0.08
2 C -0.45 -0.19 -0.57
3 C 1.88 0.33 0.23
4 O 0.54 0.04 0.68
5 C -0.88 1.14 -0.84
6 N -1.14 2.25 -1.07
7 H -1.02 -2.15 0.12
8 H -2.03 -0.86 0.82
9 H -2.20 -1.31 -0.88
10 H 2.50 0.49 1.11
11 H 1.86 1.21 -0.42
12 H 2.19 -0.55 -0.33
13 H 0.21 0.76 1.24

[3]
The following is a DFT calculation (ωB97M-V/def2-TZVPD) of a structure of composition C3H13N3 at a distorted geometry.

Kohn-Sham gap (eV): 8.318
Total energy (Eh): -286.2714
M (g/mol): 91.16
Relative energy (zero: lowest compared OMol25 entry of this formula, charge and spin) (eV): 2.184

Element x y z (Å)
1 C -1.63 0.46 -0.34
2 C 0.10 -0.97 1.55
3 N -2.74 -0.09 0.21
4 N -1.07 0.13 -1.46
5 H -1.18 1.26 0.23
6 H -3.06 -0.98 -0.15
7 H -1.52 -0.63 -1.96
8 H -2.89 0.05 1.19
9 H 0.40 0.07 -1.26
10 H -0.65 -1.76 1.37
11 H 0.86 -1.42 2.18
12 H -0.38 -0.23 2.19
13 C 2.22 1.14 -0.57
14 N 1.47 -0.10 -0.76
15 H 2.01 -0.75 -1.32
16 H 0.84 -0.61 0.41
17 H 1.63 1.82 0.04
18 H 3.16 0.95 -0.05
19 H 2.45 1.66 -1.51

Please write out number 2 again, unchanged.
The following is a DFT calculation (ωB97M-V/def2-TZVPD) of the molecule C4H7NO at a distorted geometry.

Kohn-Sham gap (eV): 8.142
Total energy (Eh): -286.4668
M (g/mol): 85.11
Relative energy (zero: lowest compared OMol25 entry of this formula, charge and spin) (eV): 4.486

Element x y z (Å)
1 C -1.47 -1.17 -0.08
2 C -0.45 -0.19 -0.57
3 C 1.88 0.33 0.23
4 O 0.54 0.04 0.68
5 C -0.88 1.14 -0.84
6 N -1.14 2.25 -1.07
7 H -1.02 -2.15 0.12
8 H -2.03 -0.86 0.82
9 H -2.20 -1.31 -0.88
10 H 2.50 0.49 1.11
11 H 1.86 1.21 -0.42
12 H 2.19 -0.55 -0.33
13 H 0.21 0.76 1.24